[1]
Below is a structure of composition C4H6BaF6N3O16S6 at a distorted geometry, with properties calculated with ωB97M-V with the def2-TZVPD basis set.

Computed properties:
**Energy above the lowest of the compared OMol25 structures with the same formula, charge and spin**: 0.0 kcal/mol
**Charge**: -3
**Gap between HOMO and LUMO**: 7.0093 eV
**Multiplicity**: 1

Structure (XYZ):
```
42
Properties=species:S:1:pos:R:3:lowdin_charge:R:1
Ba 0.04095 -0.04753 -0.09282 2.01
N 1.35405 0.73518 -2.41255 -0.44
S 2.83248 1.26953 -2.60321 0.43
O 3.00473 2.39109 -3.47571 -0.29
O 3.79679 0.22813 -2.68044 -0.28
F 3.07720 1.91579 -1.18183 -0.18
S 0.94987 0.32169 -3.96898 0.47
O 1.92374 -0.29542 -4.79456 -0.27
O 0.15754 1.33278 -4.55738 -0.26
F 0.01893 -0.87750 -3.57132 -0.17
N 1.90381 0.72188 1.63176 -0.47
S 3.40864 0.05226 1.93697 0.47
O 3.48791 -0.82276 3.04172 -0.25
O 4.50180 0.89231 1.62356 -0.26
F 3.34576 -0.93605 0.71889 -0.18
S 1.77606 1.63012 2.89777 0.43
O 2.63390 2.77854 2.91893 -0.29
O 1.36296 1.07732 4.13950 -0.26
F 0.37678 2.34690 2.46346 -0.23
N -2.23273 1.36852 -0.39120 -0.46
S -3.85566 1.20651 -0.10308 0.49
O -4.69449 0.96448 -1.22408 -0.27
O -4.31223 1.99975 0.97459 -0.26
F -3.71041 -0.23772 0.53526 -0.18
S -2.23635 2.42898 -1.57169 0.43
O -2.64715 3.75336 -1.20880 -0.28
O -2.57671 1.97738 -2.87157 -0.26
F -0.64329 2.55764 -1.69144 -0.23
C -2.38694 0.06021 3.39778 -0.04
C -1.59419 -1.25987 3.28845 -0.77
O -1.71996 -2.04681 4.24574 -0.09
O -0.89307 -1.44084 2.25185 -0.19
H -1.91738 0.85789 2.82660 0.05
H -2.47088 0.32207 4.45185 0.06
H -3.38771 -0.20144 3.05023 0.06
C 0.22251 -4.46900 -1.33136 -0.03
C 0.18389 -3.00927 -0.91246 -0.81
O -0.89264 -2.37442 -1.04596 -0.21
O 1.21782 -2.55272 -0.36764 -0.17
H -0.32784 -4.64137 -2.26367 0.06
H -0.31671 -5.12979 -0.64501 0.07
H 1.23823 -4.84780 -1.42815 0.06
```

---

[2]
Below is a structure of composition C18H20MoNO8S at a distorted geometry, with properties calculated with ωB97M-V with the def2-TZVPD basis set.

Computed properties:
**Charge**: +3
**Gap between HOMO and LUMO (spin up / spin down)**: 6.6922 / 6.6935 eV
**Multiplicity**: 1

Structure (XYZ):
```
49
Properties=species:S:1:pos:R:3:nbo_charge:R:1
Mo -0.09926 0.26453 0.12691 1.82
O 3.03086 2.00087 2.09168 -0.70
C 2.09565 1.87029 1.11141 0.74
O 1.12349 0.92450 1.42845 -0.69
C 2.63576 1.45559 -0.25407 -0.13
O 1.46391 1.14088 -1.07068 -0.50
C 0.99330 2.18427 -1.95197 -0.19
C -0.35464 2.69257 -1.47266 0.77
O -0.92743 3.68094 -1.68150 -0.37
O -0.95688 1.61238 -0.71670 -0.64
H 3.42172 1.14641 2.32632 0.53
H 3.20360 0.53237 -0.15182 0.24
H 3.24775 2.21174 -0.73812 0.24
H 0.86269 1.77652 -2.95623 0.27
H 1.70004 3.00878 -1.99248 0.26
O 0.04894 -1.61261 0.60278 -0.86
S -0.93645 -2.88729 0.62870 1.29
C -0.38038 -4.03495 -0.53773 -0.28
C 0.21946 -5.16567 0.02871 -0.17
C 0.68273 -6.16215 -0.81243 -0.19
C 0.54203 -6.02131 -2.18634 -0.09
C -0.06546 -4.89228 -2.74113 -0.19
C -0.53479 -3.88920 -1.92182 -0.20
C -2.34623 -2.07602 -0.07313 -0.15
C -2.12007 -0.92532 -0.84498 -0.43
C -3.21775 -0.19102 -1.29780 -0.11
C -4.50167 -0.59836 -0.96040 -0.17
C -4.69765 -1.74318 -0.20026 -0.11
C -3.61559 -2.48771 0.26957 -0.20
H 0.30892 -5.26354 1.10377 0.25
H 1.14196 -7.04836 -0.39754 0.26
H 0.89776 -6.80590 -2.84113 0.26
H -0.18209 -4.81496 -3.81315 0.25
H -1.03952 -3.02972 -2.34268 0.22
H -1.18153 -0.84837 -1.43305 0.24
H -3.06767 0.68189 -1.91764 0.25
H -5.35392 -0.02773 -1.30327 0.27
H -5.70160 -2.05700 0.05358 0.27
H -3.77738 -3.35232 0.90111 0.26
N 1.80505 5.76156 3.51061 -0.68
C 2.18436 4.41547 2.95545 -0.35
C 1.25270 4.16402 1.76694 0.80
O 0.37840 4.93778 1.52081 -0.51
O 1.44010 3.12262 0.91426 -0.54
H 2.55264 6.45167 3.40561 0.46
H 1.56264 5.72039 4.50315 0.46
H 0.97763 6.09289 2.98235 0.48
H 2.05726 3.66171 3.72692 0.28
H 3.22664 4.42231 2.65163 0.28
```

---

[3]
Below is a structure of composition C26H36N4S2Sb2SeW at a distorted geometry, with properties calculated with ωB97M-V with the def2-TZVPD basis set.

Computed properties:
**Charge**: +2
**Gap between HOMO and LUMO (spin up / spin down)**: 5.6451 / 5.6466 eV
**Multiplicity**: 1

Structure (XYZ):
```
72
Properties=species:S:1:pos:R:3:lowdin_charge:R:1
W 0.44265 -0.05853 0.65536 0.64
C 3.00363 2.36266 0.75789 -0.05
C 2.62135 1.75531 2.07445 -0.35
C 3.14743 2.37477 3.22562 0.02
C 2.85930 1.89898 4.47052 0.06
C 2.10879 0.71477 4.60435 -0.13
C 1.83743 0.10654 5.85753 0.02
C 1.19222 -1.09404 5.91159 -0.02
C 0.81728 -1.74511 4.71431 -0.04
C 1.05055 -1.15675 3.50007 -0.53
S 0.63886 -1.95746 1.98851 0.64
C 1.66502 0.09534 3.43227 -0.24
N 1.84927 0.66322 2.17555 -0.10
H 2.92420 3.44704 0.81862 0.10
H 2.40427 2.02835 -0.08596 0.03
H 4.04942 2.11715 0.55257 0.12
H 3.76423 3.25269 3.09347 0.14
H 3.23466 2.40394 5.35248 0.14
H 2.17074 0.60074 6.76069 0.13
H 0.98936 -1.56633 6.86211 0.13
H 0.34840 -2.72047 4.75434 0.12
C 0.40796 -4.13564 -0.06845 -0.41
Sb -0.51568 -2.41377 -0.94508 1.16
C 2.15506 -0.42758 -0.58172 -0.29
C 0.71683 -2.75559 -2.72143 -0.34
C 1.62070 -1.73751 -3.34090 -0.31
C 2.98356 -1.98956 -3.46436 -0.04
C 3.83833 -1.05885 -4.03612 -0.06
C 3.33014 0.13884 -4.52052 -0.06
C 1.97038 0.39282 -4.41813 -0.05
C 1.11390 -0.52849 -3.82142 -0.32
C -0.33850 -0.20835 -3.63614 -0.28
Sb -0.72245 0.73633 -1.75219 1.24
C -2.79862 0.85132 -2.04189 -0.26
C 0.01404 2.62641 -2.34751 -0.25
H 1.48623 -4.01947 0.02783 0.01
H 0.19110 -4.90677 -0.80982 0.02
H -0.03082 -4.42143 0.88183 -0.01
H 2.32096 -1.50407 -0.62301 0.01
H 2.99807 0.02801 -0.05941 0.02
H 2.13091 -0.06118 -1.60581 0.00
H -0.04877 -3.07593 -3.43451 0.07
H 1.29552 -3.63886 -2.45617 0.05
H 3.38245 -2.93173 -3.10597 0.12
H 4.89376 -1.27779 -4.12455 0.11
H 3.98227 0.85959 -4.99442 0.11
H 1.56639 1.31547 -4.82029 0.12
H -1.00238 -1.06453 -3.73904 0.06
H -0.67702 0.56907 -4.32410 0.08
H -2.89210 1.32763 -3.01796 0.04
H -3.31259 1.44545 -1.29556 -0.02
H -3.18058 -0.16436 -2.08833 0.01
H -0.65640 2.97622 -3.13145 0.04
H 1.01394 2.47356 -2.75158 0.01
H 0.04126 3.34367 -1.53554 -0.01
Se -0.30378 2.31494 1.33047 0.74
C -1.76333 2.96361 0.38375 -0.76
N -2.63985 3.47856 -0.15770 0.12
C -5.62248 -1.15034 0.07832 -0.03
N -4.18409 -1.08173 0.35418 -0.02
C -3.48742 -0.19631 1.04826 -0.70
S -1.89410 -0.79185 1.59584 0.50
N -3.94828 0.94472 1.51829 0.01
C -5.19431 1.68318 1.24922 -0.02
H -5.85201 -2.18523 -0.15820 0.10
H -5.90002 -0.52902 -0.77174 0.09
H -6.19266 -0.86459 0.95853 0.10
H -3.63902 -1.90294 0.12405 0.09
H -3.29238 1.40296 2.13685 0.11
H -5.82419 1.68000 2.13584 0.10
H -5.73086 1.24662 0.41848 0.07
H -4.92822 2.70164 0.98299 0.08
```

---

| no. | total energy (a.u.) |
| --- | --- |
| 1 | -4538.1607 |
| 2 | -1819.9393 |
| 3 | -4976.2058 |